Molecular formula: C88H192F12N14O24S12
Method: DFT, the ωB97M-V functional and the def2-TZVPD basis

Output
Frontier orbital gap, Ha: 0.3767
Multiplicity: 1
Total charge: +2
Largest force on an atom, eV/A: 6.04
E, hartree: -12016.57280
E_LUMO, eV: -2.8

XYZ file:
```
342
Properties=species:S:1:pos:R:3:forces:R:3:lowdin_charge:R:1
C 6.861206 -1.620982 -2.706272 -0.9 0.7 -1.3 -0.09
C 7.628802 -0.320503 -2.940010 1.6 0.5 -0.3 -0.26
C 7.377026 0.776400 -1.908972 -0.9 -0.2 0.1 -0.18
C 8.256820 2.023105 -2.079665 1.5 -0.8 -0.3 -0.12
N 8.564016 2.689192 -0.789610 0.2 -2.5 0.6 -0.19
C 9.512974 3.834205 -0.952170 -1.0 1.0 0.3 -0.12
C 10.891712 3.322459 -0.749026 1.9 0.2 1.5 -0.15
C 10.708939 2.342949 0.414798 -1.3 -2.0 -1.3 -0.12
C 9.387721 1.598765 0.044957 0.0 1.7 0.3 -0.03
C 7.246420 3.063398 -0.113589 1.3 -0.4 0.4 -0.14
C 6.376336 3.945241 -0.952411 0.7 0.8 1.7 -0.20
C 5.177307 4.377307 -0.100330 -1.3 -0.7 -0.5 -0.05
H 7.322764 -2.329312 -2.025946 0.0 0.3 0.3 0.08
H 6.847822 -2.100414 -3.696161 -0.3 -0.2 0.4 0.08
H 5.815984 -1.369334 -2.420673 0.5 -0.5 -0.1 0.07
H 7.506383 0.112829 -3.968739 -0.2 -0.6 0.8 0.11
H 8.704463 -0.570783 -2.889095 -0.2 0.1 -0.1 0.11
H 7.592767 0.345952 -0.913606 -0.6 0.2 -0.4 0.10
H 6.271353 1.021867 -1.987117 1.6 -0.1 0.4 0.10
H 7.795498 2.797558 -2.630085 -0.4 0.5 -1.3 0.10
H 9.279634 1.797259 -2.510536 -1.3 0.0 0.1 0.16
H 9.249260 4.503939 -0.076185 0.3 -0.2 -1.4 0.17
H 9.395888 4.247065 -1.969775 -0.3 0.3 0.8 0.15
H 11.592317 4.140836 -0.421213 -0.7 -0.6 -0.6 0.14
H 11.352830 2.829517 -1.617099 -0.4 0.1 0.2 0.12
H 10.580885 2.703162 1.406301 0.0 1.1 0.6 0.09
H 11.429399 1.550033 0.488571 0.8 -0.1 -0.1 0.12
H 8.809148 1.331136 0.908015 -0.3 0.0 0.3 0.07
H 9.492069 0.674010 -0.523649 0.2 0.5 -0.4 0.13
H 7.610023 3.526111 0.797253 -0.6 0.2 0.3 0.10
H 6.740457 2.140842 0.111324 0.0 -0.4 0.2 0.09
H 6.196786 3.431103 -1.863577 -1.0 -0.1 -0.8 0.09
H 7.016631 4.770214 -1.134359 0.3 1.3 -0.8 0.10
H 4.282925 4.656176 -0.698204 0.8 0.0 0.3 0.07
H 5.312274 5.087322 0.715697 0.7 0.4 -0.5 0.09
H 4.872062 3.501403 0.462889 -0.4 -0.5 0.1 0.06
C 4.459404 3.095895 5.543500 0.2 -1.5 0.7 -0.08
C 4.932123 2.384888 6.807893 1.5 0.8 -0.6 -0.23
C 4.045293 1.225911 7.183707 -2.0 -0.2 -0.6 -0.17
C 3.959492 0.186660 6.039994 1.4 -0.5 0.4 -0.07
N 3.247384 -1.162569 6.262069 1.7 1.2 0.9 -0.19
C 1.866698 -0.965552 6.744312 -1.1 -1.1 -0.9 -0.09
C 1.524138 -2.318289 7.379774 -0.5 1.1 1.3 -0.13
C 2.844527 -2.942760 7.845015 -0.2 0.7 0.3 -0.12
C 3.879523 -1.921171 7.395558 -0.9 1.3 2.1 -0.09
C 3.294086 -1.962951 4.972731 0.0 1.6 -0.3 -0.14
C 4.634572 -2.519134 4.569108 -0.7 -1.3 -0.8 -0.18
C 4.490149 -3.185183 3.140108 -1.3 -0.6 0.8 -0.05
H 3.511362 3.486372 5.708885 -2.0 0.8 0.5 0.06
H 4.321302 2.404686 4.748477 0.4 -0.3 -1.1 0.04
H 5.062896 3.909831 5.281727 1.2 0.9 -0.6 0.07
H 4.961031 3.183858 7.546090 -0.3 -0.4 0.6 0.12
H 6.008911 2.123228 6.693681 -0.7 -0.3 0.0 0.11
H 3.039502 1.643033 7.344632 0.1 0.0 -0.1 0.12
H 4.278462 0.754577 8.111563 0.7 -0.3 0.7 0.09
H 4.999212 -0.102796 5.831605 -0.2 0.1 -0.2 0.14
H 3.554473 0.585073 5.127540 -0.3 0.2 -0.2 0.11
H 1.271585 -0.725865 5.861693 -0.2 0.3 0.3 0.12
H 1.735880 -0.190543 7.499102 0.7 0.2 -0.4 0.14
H 0.974399 -2.999784 6.798735 -0.5 -0.7 -1.4 0.06
H 0.805291 -2.087430 8.156516 0.1 -0.1 0.6 0.12
H 2.950340 -3.861938 7.323560 0.4 -1.0 -0.2 0.09
H 2.913920 -3.107105 8.935084 -0.1 0.0 -0.6 0.14
H 4.854095 -2.280394 7.189194 0.8 -0.3 -0.5 0.12
H 3.950003 -1.199577 8.264511 0.2 -0.6 -1.2 0.15
H 3.020414 -1.250666 4.202003 -0.2 0.3 -0.1 0.11
H 2.473710 -2.634399 5.003412 -0.3 -1.2 0.3 0.09
H 4.896480 -3.314626 5.292992 0.5 0.5 -0.4 0.12
H 5.308748 -1.686590 4.487805 0.7 -0.1 0.3 0.07
H 5.243602 -3.988168 2.958309 -0.5 0.9 0.0 0.09
H 4.347983 -2.504235 2.297920 1.0 0.4 0.2 0.06
H 3.467956 -3.632234 3.099724 0.6 -0.4 0.3 0.05
C 0.552062 -5.682922 5.945712 1.0 -1.5 1.1 -0.11
C 0.568711 -5.155970 4.540466 -0.7 0.6 0.5 -0.26
C 0.038028 -6.217996 3.565772 1.8 1.1 -2.0 -0.15
C 0.522132 -5.771088 2.146700 -0.9 -0.2 0.5 -0.09
N 0.380118 -6.845054 1.062961 -0.6 1.4 0.6 -0.17
C -0.809392 -6.463354 0.196152 -0.4 0.1 -0.2 -0.09
C -1.093255 -7.713316 -0.646235 1.2 0.0 -0.5 -0.12
C -0.609642 -8.839415 0.272520 -1.4 -1.3 0.3 -0.15
C 0.009436 -8.251787 1.500313 0.3 1.0 0.5 -0.10
C 1.665737 -6.765622 0.230544 -2.0 1.0 0.9 -0.12
C 2.890481 -7.026427 0.998528 1.4 0.7 -2.5 -0.20
C 4.024384 -6.895715 -0.087750 1.0 -1.2 2.1 -0.04
H 0.996391 -5.011673 6.679352 0.1 0.2 -0.1 0.04
H 1.197908 -6.629578 6.002053 -1.1 1.1 0.0 0.11
H -0.449073 -5.865561 6.331373 -0.1 -0.4 -0.2 0.09
H 1.637471 -4.957836 4.322813 -0.5 0.2 -0.3 0.11
H -0.025216 -4.178300 4.538146 0.8 -1.4 -0.5 0.11
H -1.007444 -6.404330 3.545169 -1.1 0.2 0.4 0.11
H 0.530729 -7.181305 3.684395 0.1 0.0 0.7 0.11
H 1.566794 -5.557402 2.223033 0.4 0.0 0.2 0.08
H 0.080369 -4.814018 1.793730 -0.2 -0.8 0.1 0.13
H -0.530727 -5.548422 -0.306159 0.1 0.0 -0.6 0.11
H -1.647527 -6.158979 0.834188 0.2 -0.5 0.2 0.11
H -0.518502 -7.721149 -1.583410 0.1 0.3 0.4 0.10
H -2.096824 -7.895107 -1.004156 -0.5 0.5 0.5 0.11
H 0.096402 -9.520109 -0.175574 0.0 -0.2 -0.5 0.12
H -1.475549 -9.430569 0.625197 0.5 0.0 -0.4 0.13
H 0.886740 -8.791681 1.809883 0.4 -0.1 0.2 0.12
H -0.678253 -8.212411 2.362310 0.3 0.2 -0.6 0.13
H 1.655563 -5.758805 -0.201384 0.0 -0.2 0.0 0.13
H 1.491108 -7.465960 -0.528315 0.2 -1.0 -1.4 0.12
H 2.803614 -7.906915 1.543874 0.4 -2.0 0.6 0.10
H 3.119212 -6.289592 1.703176 0.2 1.3 1.1 0.08
H 3.867603 -5.983770 -0.632732 0.0 0.3 -0.4 0.06
H 4.114804 -7.768173 -0.727913 -0.4 0.1 -0.3 0.08
H 5.011151 -6.853589 0.441439 -0.8 0.2 -0.5 0.09
C -0.714721 3.905187 -8.414987 -1.2 1.8 -2.1 -0.11
C 0.655343 3.989392 -7.881036 1.5 1.0 0.7 -0.26
C 1.345147 2.627402 -7.840729 -0.1 0.1 -0.3 -0.16
C 0.895219 1.760975 -6.667736 0.7 0.9 1.3 -0.12
N 1.349921 0.346484 -6.778788 -0.4 -1.0 -0.2 -0.18
C 0.736050 -0.303044 -8.044959 1.7 0.8 0.3 -0.07
C 0.745989 -1.791610 -7.808774 0.2 -0.7 -0.3 -0.12
C 0.939675 -1.986761 -6.310820 -1.1 1.0 -0.4 -0.15
C 0.724822 -0.591804 -5.767484 -0.5 0.3 0.4 -0.11
C 2.835882 0.292330 -6.785691 0.0 -1.2 0.8 -0.13
C 3.513047 0.704370 -5.494858 0.6 1.8 0.0 -0.22
C 5.004163 0.470509 -5.690778 1.6 0.4 -0.3 -0.10
H -0.847412 3.290196 -9.317832 0.5 0.1 0.1 0.09
H -1.062564 4.939184 -8.732601 0.2 -1.1 0.5 0.10
H -1.405755 3.508173 -7.735723 -1.1 -0.5 1.2 0.04
H 0.649194 4.376306 -6.855517 -0.2 0.1 0.0 0.10
H 1.219061 4.797404 -8.429687 -0.1 -1.3 0.2 0.13
H 2.431134 2.777460 -7.894347 -0.2 -0.3 0.0 0.12
H 0.956582 2.113895 -8.718176 0.6 0.0 -0.4 0.10
H -0.168896 1.743080 -6.573584 -0.7 -0.1 -0.2 0.10
H 1.249751 2.156692 -5.692594 0.1 -0.2 -0.6 0.12
H 1.224213 0.141111 -8.886681 1.0 -0.5 -0.6 0.12
H -0.199566 0.162249 -8.132625 -1.6 0.0 0.3 0.08
H 1.605687 -2.338659 -8.240866 -0.9 0.4 -0.7 0.13
H -0.228840 -2.214950 -8.053118 0.3 -0.1 -0.6 0.12
H 1.941239 -2.339955 -6.209385 0.5 -0.4 1.0 0.10
H 0.176219 -2.657619 -5.919107 0.4 -0.1 0.2 0.11
H 1.086416 -0.535565 -4.758109 0.5 0.7 0.3 0.11
H -0.338970 -0.304545 -5.764293 0.9 -0.3 0.0 0.08
H 3.131712 0.884077 -7.630319 0.5 0.0 -0.3 0.12
H 3.162113 -0.759008 -6.862864 -0.4 0.3 -0.8 0.14
H 3.140231 0.126131 -4.665195 -0.2 0.0 0.4 0.09
H 3.438840 1.807226 -5.290053 -0.5 -1.0 0.0 0.13
H 5.365383 -0.557023 -5.465323 -0.5 0.3 -0.7 0.08
H 5.652246 1.067290 -4.991255 -0.9 -0.1 -0.7 0.07
H 5.247626 0.804935 -6.759108 0.2 -0.7 1.5 0.11
C -1.987176 7.705190 -6.137237 0.3 0.9 0.7 -0.10
C -3.209799 6.856536 -6.481455 1.0 -0.6 -0.3 -0.23
C -3.790208 5.937786 -5.385035 -1.1 2.4 0.6 -0.14
C -4.292920 6.856995 -4.223423 1.0 -0.9 -0.3 -0.09
N -4.631280 6.153375 -2.922126 -0.4 1.1 -0.4 -0.22
C -5.610899 5.035010 -3.141277 1.8 -0.8 -1.1 -0.11
C -6.560166 5.035645 -1.984668 0.0 0.1 -1.4 -0.14
C -6.766848 6.534442 -1.795878 1.3 -0.4 1.5 -0.11
C -5.346766 7.126743 -2.017122 -0.5 -0.3 0.7 -0.08
C -3.373862 5.665263 -2.284364 -0.4 0.0 -1.8 -0.17
C -2.408381 6.744373 -1.933706 0.6 1.4 1.0 -0.21
C -1.711473 6.159908 -0.710981 -2.5 -0.1 1.4 -0.08
H -2.246486 8.559862 -5.444243 0.4 -1.0 -0.4 0.08
H -1.469303 8.224310 -6.976088 -0.8 -0.6 0.1 0.08
H -1.221546 7.054187 -5.700790 -0.1 0.3 0.3 0.07
H -2.936971 6.201530 -7.290184 0.3 -0.5 -0.4 0.09
H -3.947712 7.458655 -6.958706 -1.0 0.6 0.1 0.10
H -3.138643 5.175181 -5.024110 0.8 -0.4 0.0 0.08
H -4.643648 5.466224 -5.810541 -0.6 -0.7 -0.5 0.09
H -5.149342 7.462339 -4.472872 -0.4 0.0 -0.4 0.14
H -3.469798 7.523112 -4.011172 0.0 0.3 0.4 0.10
H -4.986925 4.162417 -3.153939 0.2 -0.8 -0.1 0.12
H -5.897059 5.129457 -4.186648 -1.1 0.1 0.3 0.14
H -6.084058 4.439019 -1.210721 -0.1 0.5 0.6 0.12
H -7.468812 4.525329 -2.268530 -0.3 -0.1 0.0 0.12
H -7.098237 6.682129 -0.759812 -0.2 0.6 -0.5 0.13
H -7.437114 6.895129 -2.532693 -0.9 0.4 -0.5 0.11
H -4.839241 7.073991 -1.059873 0.2 0.3 0.1 0.12
H -5.262013 8.143300 -2.426104 -0.3 -0.4 0.2 0.14
H -2.907087 5.062523 -3.051082 0.1 -0.5 0.1 0.09
H -3.644067 5.021699 -1.469248 -0.2 -0.1 0.6 0.13
H -2.912099 7.757917 -1.730136 0.9 -1.4 -0.2 0.14
H -1.609215 6.865834 -2.677514 -0.6 0.2 -0.3 0.12
H -1.475366 5.119348 -0.944424 0.4 0.2 0.4 0.06
H -2.459202 6.179532 0.156320 0.9 -0.4 -1.0 0.10
H -0.912731 6.723617 -0.339468 1.6 0.6 0.1 0.06
C -6.009090 -7.718219 -1.216931 1.9 0.0 -0.8 -0.11
C -6.261512 -6.226945 -1.195879 0.4 1.7 -0.1 -0.24
C -5.262085 -5.437345 -2.145717 1.1 -1.0 1.7 -0.14
C -5.081250 -3.965240 -1.802424 -1.2 1.3 -0.9 -0.09
N -4.292780 -3.092299 -2.773824 0.0 -0.6 -0.8 -0.19
C -4.770066 -3.228074 -4.203308 -0.2 0.0 0.3 -0.09
C -3.990571 -4.346130 -4.874923 -0.8 0.4 -1.1 -0.13
C -2.791953 -4.597667 -4.005093 1.3 -0.4 -0.1 -0.15
C -2.833199 -3.520003 -2.941325 1.1 1.0 0.6 -0.08
C -4.424022 -1.640531 -2.343716 -1.4 -0.7 0.2 -0.10
C -5.905171 -1.046192 -2.292274 2.3 0.4 -0.7 -0.14
C -5.672983 0.410968 -1.780510 -1.1 -0.4 -1.1 -0.08
H -6.849228 -8.292793 -0.864555 -0.2 -0.2 0.2 0.07
H -5.064260 -7.949800 -0.628293 -1.2 0.1 -0.6 0.09
H -5.786545 -8.009366 -2.280330 -0.3 0.0 0.9 0.09
H -6.259029 -5.808964 -0.164165 0.2 -0.3 -0.6 0.11
H -7.235135 -5.983569 -1.614294 -0.3 -0.2 0.2 0.11
H -5.595566 -5.645224 -3.143676 -0.3 0.4 -0.6 0.10
H -4.251973 -5.914219 -2.094930 -0.7 0.2 0.2 0.11
H -4.583756 -3.707348 -0.908078 0.8 -0.8 1.4 0.09
H -6.021727 -3.379311 -1.652486 0.3 -1.1 -0.5 0.13
H -4.600966 -2.284998 -4.686946 0.3 0.5 -0.2 0.10
H -5.823828 -3.368607 -4.192550 -0.9 -0.3 0.1 0.13
H -3.778630 -3.982857 -5.899888 0.3 -0.4 0.6 0.13
H -4.588303 -5.247245 -4.981420 -0.1 0.0 -0.1 0.11
H -1.835020 -4.660377 -4.584828 -0.8 0.5 0.7 0.11
H -2.851220 -5.549021 -3.498939 -0.1 -0.4 -0.1 0.10
H -2.222599 -2.650432 -3.269632 -0.8 -0.1 0.0 0.13
H -2.392040 -3.800635 -1.976148 -0.4 -0.1 -0.1 0.13
H -3.849324 -1.177572 -3.102637 0.5 1.1 -0.6 0.09
H -3.925310 -1.518965 -1.383086 -0.1 -0.2 0.1 0.12
H -6.533657 -1.642409 -1.649700 -0.2 0.2 0.4 0.09
H -6.326554 -1.069866 -3.315928 0.2 0.2 0.5 0.12
H -6.599087 1.001243 -1.801377 0.2 -0.2 0.0 0.08
H -4.950636 0.951050 -2.387464 0.1 -0.1 -0.3 0.06
H -5.307026 0.411354 -0.784375 0.3 -0.1 1.1 0.05
C -4.473798 4.397772 9.351940 -0.3 -0.9 -0.6 -0.09
C -4.767467 3.747624 7.951577 0.7 0.5 -1.2 -0.22
C -5.134345 2.215353 7.714213 0.2 0.4 1.3 -0.16
C -5.551053 2.116296 6.285569 0.9 1.9 -2.3 -0.16
N -5.938161 0.772032 5.738520 -0.8 0.6 1.6 -0.24
C -4.874440 -0.275141 5.863065 -0.6 0.3 -0.1 -0.09
C -3.892681 0.015949 4.785974 0.5 -0.2 -1.4 -0.13
C -4.606225 0.967776 3.825377 -0.4 0.5 -0.5 -0.12
C -6.076971 0.917185 4.287020 1.2 1.6 -0.7 -0.10
C -7.197545 0.225876 6.386852 0.1 0.7 -0.9 -0.08
C -8.413699 1.177962 6.164614 2.7 1.1 2.5 -0.21
C -9.712367 0.729798 6.764699 -0.8 0.4 -0.3 -0.09
H -3.657462 3.885470 9.860687 0.0 -0.3 -0.1 0.06
H -5.369354 4.268684 9.972132 0.3 0.5 0.1 0.07
H -4.102648 5.448788 9.288016 -0.8 -0.7 -0.2 0.08
H -3.873815 3.923133 7.307968 -0.2 -0.4 0.5 0.09
H -5.484133 4.357554 7.359792 -0.1 -0.2 0.8 0.11
H -6.020289 1.824911 8.245053 0.4 0.5 0.7 0.11
H -4.261500 1.588555 7.996218 -0.5 0.3 -0.4 0.12
H -4.712039 2.475594 5.564556 -1.5 -0.3 1.6 0.13
H -6.457516 2.810764 6.148146 1.5 -1.1 -0.1 0.14
H -5.419723 -1.134864 5.574996 -0.3 -1.2 -0.2 0.10
H -4.569286 -0.448330 6.870492 0.4 0.5 0.7 0.14
H -3.838945 -0.883146 4.151364 1.0 0.0 0.8 0.11
H -2.957188 0.468965 5.090604 0.2 -0.5 0.1 0.09
H -4.563333 0.512777 2.834969 0.2 0.6 -0.2 0.11
H -4.170319 2.002173 3.851327 -0.6 -1.1 -0.4 0.10
H -6.599589 0.083562 3.882084 -0.4 -0.8 -0.2 0.12
H -6.591089 1.848118 4.050988 -0.1 -0.1 0.1 0.14
H -6.893022 0.025409 7.389095 -0.3 -0.1 0.9 0.12
H -7.233601 -0.711762 5.849713 -1.0 -0.4 0.1 0.12
H -8.367763 1.313061 5.117360 -0.9 0.4 -1.2 0.09
H -8.104574 2.191467 6.662525 -0.8 -1.7 -1.0 0.14
H -10.526375 1.301085 6.284741 0.2 -0.2 0.4 0.09
H -9.774153 0.875893 7.853445 0.2 0.0 -0.4 0.09
H -9.904228 -0.301468 6.541515 -0.2 -0.7 0.0 0.07
C 4.016931 1.050848 -1.582326 -0.7 2.3 0.3 -0.10
C 4.072945 0.392621 -0.235659 -0.4 -0.6 -1.1 -0.25
C 2.723970 -0.183926 0.085002 -0.7 0.8 -0.1 -0.16
C 1.702155 0.969576 0.351037 -0.4 -0.5 -0.3 -0.07
N 0.300862 0.405795 0.422271 1.0 -1.1 -0.7 -0.21
C -0.054251 0.097162 -1.034593 -1.3 0.2 -0.2 -0.07
C -1.593223 0.080670 -1.032658 0.6 -0.2 0.6 -0.15
C -2.056926 0.846306 0.217070 0.7 0.1 0.4 -0.12
C -0.738455 1.331822 0.917389 -1.3 2.4 -0.8 -0.07
C 0.214830 -0.887701 1.177072 -2.0 -0.7 0.2 -0.11
C 0.699210 -0.807560 2.625656 0.4 2.2 -0.1 -0.22
C 0.308106 -1.994963 3.418328 -1.3 -1.2 0.9 -0.10
H 4.276022 0.498891 -2.440087 0.3 -1.1 -0.9 0.05
H 4.705309 1.913471 -1.506256 -0.6 -0.2 -0.6 0.05
H 2.990606 1.463834 -1.747455 1.0 -0.2 -0.1 0.08
H 4.266080 1.228973 0.421936 0.5 -0.5 0.8 0.08
H 4.787685 -0.444430 -0.243145 0.2 0.7 0.5 0.12
H 2.848403 -0.779598 0.979474 -0.3 -0.2 0.3 0.09
H 2.380506 -0.842670 -0.726845 0.2 0.3 0.2 0.10
H 1.613357 1.856485 -0.321716 0.4 -1.1 -0.2 0.13
H 1.902068 1.457480 1.262783 0.4 0.2 1.6 0.12
H 0.330830 -0.847595 -1.485185 0.2 0.7 1.0 0.14
H 0.369067 0.938126 -1.567781 -0.1 0.0 -0.4 0.09
H -1.902707 -0.955364 -0.948225 -0.2 -0.2 -0.2 0.08
H -1.978872 0.527187 -1.922927 -0.2 0.0 -0.6 0.08
H -2.633376 0.162688 0.838577 0.0 0.1 0.3 0.10
H -2.687100 1.694466 -0.030631 0.1 0.1 0.0 0.10
H -0.813009 1.450170 2.012216 0.3 -0.6 -0.5 0.11
H -0.517935 2.409159 0.566743 -0.1 -1.7 0.2 0.17
H 0.715758 -1.648257 0.555997 0.1 0.2 0.6 0.13
H -0.893925 -1.201826 1.144064 1.7 0.6 0.1 0.13
H 0.385484 0.139355 3.161405 -0.1 -0.9 -0.7 0.12
H 1.774195 -0.664353 2.588188 0.4 -0.3 0.1 0.08
H 0.573132 -2.908193 2.868572 0.0 0.1 0.2 0.07
H -0.811262 -2.036535 3.563508 1.0 0.0 -0.2 0.11
H 0.764902 -2.062353 4.439181 -0.5 0.2 -1.1 0.05
N 0.631869 3.176798 -2.604484 1.6 -0.2 1.0 -0.31
S -0.802403 2.997242 -3.069845 -0.5 3.8 -4.7 0.46
O -1.143607 3.997879 -4.098197 0.2 -1.5 1.3 -0.31
O -1.736794 2.872009 -2.029360 -1.0 -1.3 1.4 -0.25
F -0.750519 1.640469 -3.905214 -0.2 -0.1 0.8 -0.15
S 1.565306 4.341979 -3.160659 1.5 -0.6 2.6 0.57
O 1.260723 5.644303 -2.667656 0.0 -0.6 0.0 -0.25
O 2.020272 4.164147 -4.473723 0.2 -0.2 -1.6 -0.25
F 2.931571 3.819429 -2.267417 -2.0 0.9 -1.0 -0.25
N -3.957201 0.249495 -5.613671 0.3 0.0 0.0 -0.29
S -4.545913 1.724994 -5.860693 4.1 -0.4 -3.6 0.48
O -3.586911 2.753576 -6.165480 -0.4 -0.8 0.4 -0.28
O -5.483960 1.995377 -4.890511 -3.0 0.4 2.5 -0.25
F -5.263310 1.505621 -7.269484 -0.3 0.1 0.7 -0.17
S -2.747722 -0.355520 -6.430693 1.7 2.5 1.5 0.48
O -2.016636 -1.305989 -5.616045 -1.5 0.1 -0.4 -0.30
O -1.943754 0.593563 -7.170589 -0.7 -0.3 0.8 -0.29
F -3.375948 -1.140634 -7.546930 -1.4 -1.8 -1.4 -0.10
N -4.464401 -2.814090 2.055366 0.4 -0.3 -0.3 -0.30
S -3.253985 -3.753369 1.649581 -2.6 -1.0 2.8 0.46
O -2.224594 -3.025136 1.023186 1.0 1.0 -1.0 -0.29
O -3.553652 -5.084394 1.206894 -0.2 0.5 -0.6 -0.30
F -2.619747 -4.094678 3.111409 0.0 0.4 -0.4 -0.22
S -5.997934 -3.139192 2.477844 2.8 -1.6 -1.6 0.50
O -6.872322 -3.124149 1.380210 -0.9 0.2 -1.2 -0.26
O -6.345309 -2.373696 3.605849 -0.1 0.3 1.5 -0.26
F -5.880676 -4.695077 2.820410 -0.3 0.9 0.7 -0.17
N 6.614029 2.061360 3.038966 -0.4 -2.0 -0.4 -0.28
S 6.170563 0.604518 2.537508 2.5 -0.7 0.6 0.56
O 6.882985 0.098609 1.369249 -1.4 0.9 1.0 -0.30
O 4.756348 0.392135 2.683472 0.5 0.4 -0.1 -0.29
F 6.811244 -0.417112 3.661029 -0.6 0.8 -0.2 -0.22
S 8.137448 2.423286 3.411385 -0.7 0.4 -0.3 0.52
O 8.354923 3.718778 2.849198 0.7 -0.1 -0.2 -0.29
O 9.131365 1.383633 3.284760 -1.1 1.0 0.4 -0.26
F 7.938705 2.772730 4.944106 0.3 -0.7 -0.3 -0.16
N -1.397816 2.960383 3.998522 0.0 0.8 0.4 -0.30
S -2.364243 4.207006 3.655202 1.5 -0.5 -0.9 0.48
O -3.435696 4.382147 4.547178 -0.9 0.5 1.8 -0.27
O -2.743762 4.224163 2.280695 0.9 -0.4 -0.3 -0.29
F -1.338641 5.429292 3.826539 -0.9 -0.7 0.1 -0.17
S -0.957774 2.563627 5.483835 1.5 1.0 -0.8 0.49
O 0.210167 1.736155 5.416459 0.1 0.1 -0.4 -0.31
O -1.992164 2.097428 6.312932 -1.7 -0.3 1.0 -0.28
F -0.444581 3.905920 6.247674 -0.5 -0.9 -1.1 -0.19
N 1.722260 -4.197189 -3.832494 1.0 4.1 0.7 -0.29
S 0.851393 -5.410499 -3.885651 -1.6 -3.0 -0.6 0.48
O 0.145278 -5.546295 -5.143978 1.2 0.3 1.3 -0.28
O 0.116223 -5.809567 -2.709967 0.2 0.7 -0.1 -0.30
F 2.067616 -6.418861 -3.884686 -0.3 -1.2 -0.4 -0.17
S 2.200836 -3.248396 -2.680392 1.3 -2.2 -0.6 0.47
O 1.743349 -3.536339 -1.367164 -0.9 -0.2 0.8 -0.28
O 2.302086 -1.921038 -3.108236 -0.8 2.4 -0.7 -0.27
F 3.747723 -3.589461 -2.584352 0.0 -0.7 -0.1 -0.17
```
Forces are in eV/Å.